Below is a structure of composition C26H36ErN9S7Si, with properties calculated with ωB97M-V/def2-TZVPD.

Each line ends with the Löwdin spin population.
Element x y z (Å)
Er: 0.05939 -1.84900 -0.54694  3.03
S: -0.60956 -3.99254 1.24342  0.00
C: -0.86947 -4.95014 -0.17701  0.00
S: -0.11599 -4.47122 -1.64544  0.00
C: -1.62546 -6.12355 -0.08693  0.00
C: -1.69841 -7.05621 -1.14845  0.00
N: -1.73408 -7.87501 -1.96368  0.00
C: -2.36748 -6.44012 1.07648  0.00
N: -2.99965 -6.72553 2.00182  0.00
N: 2.24466 -3.36920 0.15908  0.00
C: 3.27758 -2.83873 1.03835  0.00
C: 2.60570 -1.97498 2.09815  0.00
N: 1.82882 -0.92062 1.44963  0.00
H: 1.60334 -3.94938 0.70396  0.00
H: 2.62811 -3.96350 -0.56442  0.00
H: 3.96409 -2.22236 0.44654  0.00
H: 3.86373 -3.62291 1.53695  0.00
H: 3.36426 -1.58793 2.79217  0.00
H: 1.90539 -2.58903 2.66937  0.00
H: 2.43804 -0.19891 1.08446  0.00
H: 1.19460 -0.49495 2.12089  0.00
S: -0.18325 -1.17968 -3.41340  -0.01
S: -2.10339 -1.72880 -3.77621  0.00
S: -3.30439 -0.90994 -2.28522  0.00
S: -2.92088 -1.83599 -0.51881  -0.01
N: 4.18621 6.48178 -6.02144  0.00
C: 3.98192 5.45098 -5.55297  0.00
C: 3.73783 4.18091 -4.96651  0.00
C: 2.52973 3.91647 -4.30801  0.00
C: 2.30799 2.69482 -3.71433  0.00
C: 3.28919 1.70370 -3.76283  0.00
C: 4.48451 1.95091 -4.43663  0.00
C: 4.70603 3.17254 -5.03216  0.00
N: 3.07000 0.48181 -3.12263  0.00
C: 3.54237 -0.76338 -3.49956  0.00
C: 3.04283 -1.64017 -2.59121  0.00
N: 2.29674 -0.96704 -1.65338  0.00
C: 2.32557 0.29160 -2.00040  0.00
H: 1.76535 4.68147 -4.27657  0.00
H: 1.36203 2.47462 -3.23494  0.00
H: 5.24328 1.18116 -4.47759  0.00
H: 5.63704 3.36666 -5.54779  0.00
H: 4.12478 -0.92158 -4.38904  0.00
H: 3.14354 -2.71192 -2.57126  0.00
H: 1.81831 1.08382 -1.46983  0.00
C: -2.96778 3.76701 0.33665  0.00
Si: -1.21544 3.37953 -0.28150  0.00
C: -0.03680 4.51396 0.69015  0.00
C: -1.11698 3.88131 -2.10561  0.00
C: -0.73595 1.64456 -0.06015  0.00
C: -0.40954 0.46017 -0.02442  0.00
H: -3.33820 4.71063 -0.07173  0.00
H: -2.99283 3.84801 1.42626  0.00
H: -3.65984 2.97645 0.03967  0.00
H: -0.33860 5.56286 0.62089  0.00
H: 0.98289 4.43357 0.30580  0.00
H: -0.01103 4.24147 1.74767  0.00
H: -1.57898 4.85389 -2.29328  0.00
H: -1.62036 3.13725 -2.72626  0.00
H: -0.07683 3.93918 -2.43693  0.00
C: -3.89216 -1.39838 5.22863  0.00
N: -3.29736 -1.46773 3.90660  0.00
C: -3.23922 -2.82272 3.37809  0.00
C: -2.15571 -0.67994 3.74651  0.00
S: -0.59620 -1.27629 3.77847  0.00
N: -2.40731 0.64034 3.63222  0.00
C: -1.32244 1.59071 3.47367  0.00
C: -3.74314 1.14797 3.38218  0.00
H: -3.33388 -2.01926 5.94439  0.00
H: -4.91889 -1.76472 5.17971  0.00
H: -3.89951 -0.37004 5.59244  0.00
H: -4.25057 -3.23153 3.35989  0.00
H: -2.58938 -3.48536 3.95668  0.00
H: -2.87907 -2.79060 2.35679  0.00
H: -0.54603 1.38544 4.20911  0.00
H: -1.71569 2.59649 3.63364  0.00
H: -0.88997 1.51751 2.47269  0.00
H: -4.41313 0.31752 3.18340  0.00
H: -3.72575 1.80177 2.50933  0.00
H: -4.10930 1.72005 4.24266  0.00

The largest force on an atom comes out at 1.06 eV Å⁻¹. The total charge is -2. The LUMO energy (alpha / beta) is 3.15 / 3.15 eV. The value obtained for the energy above the lowest of the compared OMol25 structures with the same formula, charge and spin is 0.00 kJ/mol. The spin multiplicity is 4. The value obtained for the total energy is -152308.7840 eV.